Entry 1:
# C34H46B3F9O33S2

A 11-piece molecular cluster, C34H46B3F9O33S2 overall at a distorted geometry (ωB97M-V/def2-TZVPD, OMol25).

Element x y z (Å)
S 1.1408 -2.1626 1.6486
S -4.1702 0.0880 -1.0760
F -1.3551 -3.5628 0.1237
F 1.4544 -4.6008 0.6003
F 1.0281 -4.5721 2.8057
F 1.6837 -0.5889 1.7534
F 1.0157 -1.9520 0.0189
F -0.8606 -5.6467 0.7834
F 1.4624 -2.3371 3.2903
F 2.7533 -2.6231 1.3887
F -0.3710 -1.5948 1.9668
O -3.1304 -1.4653 1.0907
O -6.1840 -5.0006 6.1184
O -9.3680 -6.0289 6.9695
O -0.8435 -3.5401 -5.0854
O -9.0259 -6.2744 9.1736
O 6.8716 0.0579 2.7179
O -4.6295 -1.8050 3.0240
O -0.8956 0.4536 -3.5513
O -0.4953 -5.3714 -3.8042
O 1.0296 -3.7208 -3.8312
O 4.9854 0.1507 3.9585
O 1.2828 13.0957 -9.1925
O 4.6441 9.4608 -1.8704
O -4.7261 0.3780 1.7092
O 5.6515 4.1993 -0.5810
O -4.2024 -5.8001 5.3749
O -0.3895 11.6791 -8.6365
O -3.1655 5.7138 -6.5820
O -1.0446 4.9779 -6.5862
O -1.5880 2.4470 -2.7872
O -3.0763 1.0229 -3.7204
O 6.0734 -4.4114 -1.1088
O 6.4025 -1.5732 4.2098
O -4.3692 -3.6793 6.1405
O 5.3671 -2.4113 -0.3646
O 4.0128 2.7573 0.0149
O 4.2967 7.5968 -3.0740
O 6.1506 2.0688 -0.0094
O 1.7339 10.9493 -8.6444
O 3.6566 9.6017 -3.8995
O -9.0761 -4.2034 8.2677
O -1.4879 7.1256 -7.1328
O 3.8756 -3.8706 -1.2532
C -0.2461 2.2830 -2.3433
C -0.1670 -4.1521 -4.3141
C 5.3057 3.1108 -0.2255
C -9.1504 -5.3907 8.1488
C -0.4414 10.2651 -8.4812
C 4.1520 8.9484 -3.0314
C -0.8637 -4.2834 1.2210
C 0.6500 -5.8622 -3.1167
C -1.8642 6.0417 -6.7990
C -1.8746 -4.2835 2.4757
C 0.9110 12.0112 -8.8565
C 5.3886 1.0389 0.6126
C 1.4027 -4.6098 -2.7840
C 4.3255 -0.8089 4.7743
C -4.8573 -4.9106 5.8354
C 0.9512 9.9224 -8.0446
C -9.3979 -7.5533 8.6730
C -1.8325 3.9543 -5.9897
C -5.4851 -2.8479 6.4406
C 7.2400 -3.6435 -0.8304
C -6.5387 -3.8307 6.8516
C 6.1543 -0.4109 3.5509
C 5.1238 7.2273 -1.9756
C 4.9321 8.3615 -1.0140
C 0.2746 1.2010 -3.2422
C -3.3754 -3.9374 2.0690
C 0.6426 -3.9653 1.6025
C -3.2235 4.2999 -6.4286
C 5.0001 -3.5918 -0.9394
C 3.9915 1.3448 0.1895
C -1.9589 1.2827 -3.3853
C 5.4500 -1.6720 5.2616
C -9.1617 -7.4177 7.1980
C 6.7170 -2.5562 0.0566
B -4.7282 -0.3763 2.9397
B -4.0040 -0.3834 0.7342
B -3.7112 -2.3449 2.0591
H 5.1457 -2.7077 5.4152
H 1.0741 9.9714 -6.9591
H 3.6098 -1.3610 4.1597
H -6.5050 -4.0587 7.9198
H -4.0679 -4.3891 2.8635
H 7.6436 -3.2595 -1.7714
H 1.0928 -4.1793 -1.8288
H 3.7278 0.8738 -0.7625
H 6.1571 7.1436 -2.3236
H -0.2557 1.9851 -1.2909
H 4.0825 8.2033 -0.3436
H 2.4802 -4.7609 -2.7713
H 3.7910 -0.3227 5.5907
H -5.7612 -2.2901 5.5413
H -1.5180 2.9696 -6.3380
H 0.3133 3.2139 -2.4425
H 0.3603 -6.4238 -2.2278
H 1.2093 -6.5219 -3.7865
H 5.8993 -1.2940 6.1841
H 3.2599 1.0556 0.9436
H 6.7286 -2.8361 1.1138
H 8.0008 -4.2524 -0.3417
H 7.2632 -1.6207 -0.0684
H -8.1380 -7.6748 6.9118
H 4.8122 6.2697 -1.5589
H 1.0190 0.5726 -2.7523
H -1.1914 9.9825 -7.7425
H 5.5224 1.1055 1.6876
H -1.8811 -5.3499 2.8893
H -5.2413 -2.1415 7.2347
H 0.6981 1.5947 -4.1705
H -10.4489 -7.7353 8.9144
H -1.7121 4.0024 -4.9039
H -3.9759 4.0185 -5.6915
H 5.7160 0.0566 0.2748
H -1.4689 -3.6412 3.3318
H -0.7022 9.8138 -9.4426
H -9.8553 -8.0164 6.6071
H -7.5431 -3.4996 6.5931
H -3.6653 -4.3733 1.0602
H -4.8546 0.2551 3.9361
H 5.8228 8.5569 -0.4163
H 1.2673 8.9387 -8.3920
H -3.4863 -0.8730 -1.8294
H -3.4836 3.8501 -7.3908
H -8.7902 -8.3387 9.1231

- SMILES: FC(F)(CCB1OBOB(S)O1)C(F)(F)S(F)(F)(F)(F)F.O=C1OCCO1.O=C1OCCO1.O=C1OCCO1.O=C1OCCO1.O=C1OCCO1.O=C1OCCO1.O=C1OCCO1.O=C1OCCO1.O=C1OCCO1.O=C1OCCO1
- Total energy: -5576.1103 hartree
- HOMO level: -10.0372 eV
- Frontier orbital gap: 8.21 eV
- E_LUMO: -1.83 eV
- Energy relative to the best compared isomer or geometry (same formula, charge and spin): 39.37 kcal/mol
- Total charge: 0


Entry 2:
# C18H27N3O3S

A single C18H27N3O3S molecule at a distorted geometry (ωB97M-V/def2-TZVPD, OMol25).

Element x y z (Å)
S 0.1831 -1.0195 -1.4410
O 2.2789 -0.6187 3.0418
O -0.4677 -2.0012 -0.6268
O -0.1896 0.3565 -1.2520
N 1.8117 -1.2026 -1.3011
N 0.0231 -1.3271 -3.0804
N 0.7775 0.0756 1.5137
C -0.3865 -0.1370 2.3538
C -1.1715 1.1364 2.5225
C -2.2285 -2.0369 -3.3292
C -1.3383 -3.2911 -3.3195
C 2.9025 0.8045 -0.3358
C 0.1041 -2.7487 -3.3674
C -2.6229 3.5151 2.8051
C -1.2523 -0.8926 -3.6271
C 3.1531 -0.0853 0.8935
C -2.4581 2.9250 1.5565
C 2.0188 -0.2199 1.9207
C -1.7444 1.7506 1.4138
C -3.4200 4.7767 2.9491
C 2.6043 -0.0312 -1.5912
C 3.5148 -1.5125 0.4571
C -2.0465 2.8999 3.9072
C -1.3256 1.7263 3.7680
C 2.3761 -2.1415 -0.3462
H 3.9985 0.3119 1.4648
H 0.5408 -2.8657 -4.3626
H -1.0133 -0.9044 1.8822
H 0.5775 0.3577 0.5665
H -1.1225 -0.7498 -4.7036
H 0.7572 -3.2144 -2.6322
H -3.2353 5.2467 3.9119
H -2.8970 3.3938 0.6869
H -2.1588 3.3445 4.8861
H 2.0806 1.4957 -0.1487
H 1.5672 -2.4640 0.3127
H 4.4257 -1.4873 -0.1440
H -1.5287 0.0525 -3.1651
H -3.0230 -2.0941 -4.0707
H -1.4956 -3.8632 -2.4080
H 2.0389 0.5516 -2.3179
H -2.6730 -1.8867 -2.3462
H -3.1706 5.4822 2.1588
H 3.7909 1.4073 -0.5340
H 3.5345 -0.3634 -2.0620
H -0.0226 -0.5037 3.3162
H 3.7059 -2.1211 1.3414
H -0.8778 1.2650 4.6363
H -1.6211 1.3079 0.4359
H -1.5362 -3.9342 -4.1757
H 2.7470 -3.0218 -0.8896
H -4.4854 4.5564 2.8754

- SMILES: Cc1ccc(CNC(=O)C2CCN(S(=O)(=O)N3CCCC3)CC2)cc1
- Total energy: -1490.2901 hartree
- HOMO level: -8.6552 eV
- Frontier orbital gap: 9.28 eV
- E_LUMO: 0.63 eV
- Energy relative to the best compared isomer or geometry (same formula, charge and spin): 23.31 kcal/mol
- Total charge: 0


Entry 3:
# C4H7NO2

A 2-piece molecular cluster, C4H7NO2 overall (ωB97M-V/def2-TZVPD, OMol25).

Element x y z (Å)
O 0.7370 0.6165 0.9912
O -0.1678 -1.3747 0.6277
N 2.6004 0.5113 -0.4437
C 0.8690 -1.2560 -0.3508
C -0.3505 -0.1810 1.2109
C -1.8562 0.6674 -0.2131
C 1.5359 0.0396 0.0223
H 0.4235 -1.2071 -1.3489
H 1.5479 -2.1086 -0.2999
H -2.3894 1.5915 0.0174
H -2.5485 -0.1420 -0.4691
H 2.8382 1.4049 -0.0143
H -1.1054 0.8435 -0.9963
H -1.4188 0.3086 1.2067

- Total energy: -361.6985 hartree
- HOMO level: -7.9606 eV
- Frontier orbital gap: 8.82 eV
- E_LUMO: 0.86 eV
- Energy relative to the best compared isomer or geometry (same formula, charge and spin): 114.46 kcal/mol
- Total charge: 0


Entry 4:
# C24H45F3N6O6RhSSi

C24H45F3N6O6RhSSi as an isolated structure at a distorted geometry (ωB97M-V/def2-TZVPD, OMol25).

Element x y z (Å)
Rh -1.4272 1.5409 -1.9808
S -0.3766 -0.1994 -0.8758
Si 0.8988 -1.2114 0.5188
F -1.1235 0.9636 -6.8299
F -3.1049 1.7828 -6.6205
F -2.7121 -0.2623 -6.0464
O 1.9648 -2.1047 -0.2389
O -3.5494 0.6882 -1.3152
O -1.0491 0.6371 -4.0245
O 1.7234 -0.0171 1.3087
O -2.2830 2.4519 -4.1137
O -0.2781 -1.6850 1.5041
N -3.0961 -0.4745 0.5753
N 0.3216 3.2109 -2.1403
N -2.4506 3.5232 -1.1306
N -6.0414 -1.2843 -3.1102
N -0.0055 1.9057 1.9636
N -4.7210 -3.3691 0.6049
C -4.7602 -2.4890 -0.1410
C -0.3405 2.7660 0.7939
C 0.7209 -2.9614 3.3177
C -1.4282 3.7830 1.0972
C -3.7382 -0.3286 -0.6292
C 2.9856 0.7624 3.1664
C 3.3581 -2.8373 -2.0056
C 0.5897 4.1686 -1.0668
C 3.6999 -1.3221 1.9818
C -2.2146 0.9773 -6.0462
C -1.4660 -1.7800 3.5709
C 3.0838 0.0591 1.8102
C -0.5655 -2.5589 2.6088
C -1.8375 1.4101 -4.6008
C 0.8898 -3.2204 -2.1222
C 2.1010 -3.1639 -1.1998
C 2.2588 -4.4575 -0.4056
C -1.2938 -3.7911 2.0814
C -1.8239 4.4771 -0.2197
C 0.9129 3.4312 0.2440
C -5.4182 -1.3237 -2.1447
C -0.5936 5.1203 -0.8671
C 3.9183 0.8545 0.8089
C -4.6669 -1.3791 -0.9743
H 3.1472 -4.4159 0.2212
H -2.2187 -3.5129 1.5827
H -1.6492 -2.3853 4.4530
H 3.6414 1.9064 0.7882
H -3.1591 -1.3787 1.0195
H -0.8333 1.3829 2.2657
H 4.9663 0.7829 1.0809
H 3.7872 0.4289 -0.1836
H -1.0812 4.5397 1.8037
H 1.6646 2.6674 0.0398
H -0.9869 -0.8529 3.8819
H 1.3739 -3.4922 2.6300
H 2.3442 -5.3016 -1.0812
H -0.6685 -4.3241 1.3699
H -0.2675 5.9435 -0.2334
H -2.3083 3.2886 1.5113
H -0.8777 5.5469 -1.8289
H -2.5278 5.2881 0.0242
H -2.6551 3.9545 -2.0324
H -0.7326 2.0876 0.0135
H -3.3357 3.1796 -0.7632
H 2.2325 0.2730 3.7797
H 4.2306 -2.7807 -1.3589
H 1.2327 -2.0794 3.6986
H -2.4227 -1.5542 3.1087
H -1.5351 -4.4539 2.9071
H 0.0582 3.7024 -2.9928
H -0.0198 -3.4064 -1.5553
H 1.4680 4.7838 -1.3221
H 4.6685 -1.2329 2.4605
H 3.0723 -1.9542 2.5973
H 0.3417 2.4567 2.7544
H 1.0176 -4.0196 -2.8467
H 2.7317 1.8134 3.0499
H 3.5302 -3.6033 -2.7551
H 1.3897 -4.6081 0.2310
H 3.2295 -1.8824 -2.5100
H 3.8325 -1.7941 1.0163
H 1.1545 2.6648 -2.3490
H 1.3173 4.1489 0.9628
H 0.7809 -2.2833 -2.6650
H 3.9355 0.6999 3.6862
H -2.1681 -0.0683 0.5969
H 0.4948 -3.6187 4.1521
H 0.7418 1.1700 1.6841

- Total energy: -2819.2275 hartree
- HOMO level (alpha / beta): -9.6882 / -9.7754 eV
- Frontier orbital gap (alpha / beta): 4.28 / 4.28 eV
- E_LUMO (alpha / beta): -5.41 / -5.50 eV
- Total charge: +1


Entry 5:
# C31H61Cl8FIN2O9P

A 5-piece molecular cluster, C31H61Cl8FIN2O9P overall at a distorted geometry (ωB97M-V/def2-TZVPD, OMol25).

Element x y z (Å)
I 1.5533 -2.6595 -2.4012
Cl 0.9169 2.7977 6.3727
Cl 6.2407 2.5335 -3.9985
Cl -1.1742 -1.5502 5.7734
Cl 5.1770 5.6137 -5.0114
Cl -0.4078 -1.7282 -7.9017
Cl -2.3610 3.6303 6.7269
Cl 2.8915 -2.6158 -8.1716
Cl 1.8666 -1.0440 7.2130
P 4.4114 -1.4451 -1.2082
F 2.0459 3.2271 2.4200
O 2.3676 -1.8545 0.3961
O 0.2163 -0.9958 0.2458
O -6.1295 0.9742 -2.0866
O 4.9127 -2.8151 -0.4271
O 2.3124 0.9707 1.0325
O 1.6847 2.2114 -3.2542
O -1.8936 -1.2218 0.2774
O 1.4059 1.7156 -5.3464
O 0.8187 0.4202 2.7495
N -1.0045 -0.8106 0.9106
N 4.5774 -1.7207 -2.8909
C -3.1047 -4.7681 0.1239
C 2.1112 -1.1459 -8.8092
C -5.1082 -1.4662 0.6173
C -4.0175 -3.7198 0.7881
C -1.5941 -4.4475 0.1665
C -4.5593 -2.6633 -0.1894
C 0.4864 -3.7227 1.4041
C 0.2900 -0.4658 7.8093
C 2.5300 -1.3774 -0.9047
C 0.8794 -2.3977 2.1201
C -0.9780 4.7499 6.6254
C -1.0187 -4.1243 1.5566
C 0.9230 2.1528 -4.3748
C 4.8243 4.0464 -5.7870
C -0.8209 -1.4416 7.5189
C -5.7267 -0.3089 -1.5982
C 1.8115 -0.0401 1.8937
C 1.9152 2.3416 -0.8735
C -0.4958 2.6890 -4.4080
C -0.3006 3.2118 1.9287
C 4.6873 2.9316 -4.7831
C 3.0374 -0.4415 2.7936
C -7.2278 0.7990 -2.9655
C 1.3092 -1.2953 1.1359
C -5.1865 -0.1540 -0.1807
C 0.9056 2.2494 -2.0232
C 2.6885 -0.6760 4.2708
C 1.3450 1.8661 0.5013
C 0.0998 4.2354 5.7061
C 1.0070 -0.6415 -7.9105
C 1.1388 3.1470 1.3832
H -3.5633 -3.1959 1.6286
H -3.3875 -4.8035 -0.9315
H -8.1368 0.5320 -2.4145
H -1.1190 2.1003 -3.7344
H -1.3387 -3.6786 -0.5658
H 0.8649 4.9984 5.5683
H -0.5799 -2.4401 7.8764
H 1.9099 -1.4089 4.4387
H 2.4822 0.2805 4.7458
H 3.7656 0.3662 2.7116
H -1.7363 -1.1127 8.0090
H -7.4091 1.7374 -3.4906
H -0.6001 4.9111 7.6324
H 3.5390 -1.3362 2.4183
H 0.3570 3.1943 -2.0332
H 1.3425 -0.5173 -6.8840
H -1.3622 5.6961 6.2466
H -0.4831 3.7394 -4.1137
H 3.9726 3.1809 -4.0035
H -0.5641 4.2561 2.1155
H 5.2207 -2.4969 0.4334
H 1.1366 1.2225 3.1902
H -1.0156 2.8486 1.1928
H 4.3439 2.0267 -5.2820
H 0.2501 1.3790 -1.9821
H 0.3902 -0.3295 8.8856
H 5.0702 -2.5871 -3.0924
H 2.7512 1.6855 -1.1293
H 3.5947 -1.0513 4.7572
H 0.6565 0.3236 -8.2733
H -5.3459 -3.0960 -0.8121
H -1.0957 -5.0486 2.1339
H -6.0968 -1.7490 0.9923
H 0.7177 -3.6988 0.3416
H -0.4018 2.6660 2.8651
H 5.1218 -0.9303 -3.2224
H 1.0675 -4.5263 1.8536
H -6.6086 -0.9551 -1.5474
H 0.0959 0.5051 7.3597
H -0.8648 2.6136 -5.4226
H 3.8872 4.1652 -6.3294
H 2.3298 3.3465 -0.8301
H -1.5616 -3.3447 2.0896
H -0.2987 3.9729 4.7303
H 5.6142 3.8419 -6.5062
H -1.0753 -5.3482 -0.1816
H 1.2472 4.0623 0.8024
H 2.8928 -0.3921 -8.8933
H -4.4788 -1.2713 1.4857
H -3.2706 -5.7411 0.5907
H -5.8889 0.5000 0.3479
H -4.9348 -0.7301 -2.2259
H 1.7394 -2.6649 2.7292
H 2.2783 -0.3333 -1.0512
H 0.3549 1.4439 0.3512
H -4.8734 -4.2607 1.2050
H 0.1138 -2.0533 2.8147
H -3.7938 -2.2946 -0.8767
H -7.0113 0.0402 -3.7257
H 1.7379 -1.3657 -9.8069
H -4.2292 0.3704 -0.1369

- SMILES: CC[C@@](O)(O[C@H](CCOC(C)=O)[C@@H](C)F)[C@@](CCCCCCCCCCOC)(ON=O)O[C@H](I)P(N)O.ClCCCl.ClCCCl.ClCCCl.ClCCCl
- Total energy: -6424.8038 hartree
- HOMO level: -8.0836 eV
- Frontier orbital gap: 8.01 eV
- E_LUMO: -0.08 eV
- Total charge: 0